Record 1
ORCA calculation (ωB97M-V/def2-TZVPD) on C18H51BaHgN3O25S4Zn2 as an isolated structure at a distorted geometry.

The geometry in XYZ format:
```
105
C18H51BaHgN3O25S4Zn2 (ωB97M-V/def2-TZVPD)
Ba -2.53 -3.77 -4.41
Hg -1.29 2.79 -4.81
Zn -3.69 -0.71 2.93
Zn 1.97 -3.95 -0.43
S -2.19 -5.10 1.42
O -2.64 -5.05 0.08
O -2.97 -4.09 2.10
O -2.56 -6.40 1.88
O -0.77 -4.92 1.43
S 0.43 -7.85 -2.79
O 1.36 -8.54 -3.69
O 0.24 -8.58 -1.51
O 0.86 -6.45 -2.54
O -0.92 -7.77 -3.33
S 0.90 -1.43 -7.33
O 0.60 -2.82 -7.05
O 0.00 -0.62 -6.48
O 2.30 -1.02 -6.96
O 0.61 -1.14 -8.70
S -1.05 0.10 -1.13
O -1.62 0.16 0.21
O -0.26 -1.08 -1.09
O -2.07 -0.05 -2.08
O -0.33 1.28 -1.58
C 5.24 -5.41 2.15
C 4.82 -4.07 2.81
O 3.85 -3.22 2.09
O 4.30 -5.79 1.12
H 5.44 -6.27 2.79
H 6.23 -5.41 1.69
H 5.70 -3.57 3.21
H 4.29 -4.41 3.69
H 3.62 -2.48 2.65
H 3.72 -6.50 1.40
C -8.23 -2.24 -1.40
C -7.25 -2.54 -0.29
O -6.38 -1.44 -0.04
O -7.56 -2.39 -2.58
H -8.76 -1.30 -1.28
H -9.06 -2.94 -1.28
H -6.83 -3.47 -0.66
H -7.74 -2.75 0.66
H -5.83 -1.33 -0.82
H -8.21 -2.46 -3.29
C 4.27 1.91 4.38
C 3.49 2.63 3.28
O 3.34 1.83 2.13
O 3.24 0.97 4.96
H 4.48 2.65 5.15
H 5.17 1.49 3.92
H 4.07 3.46 2.88
H 2.53 3.04 3.58
H 2.58 2.00 1.57
H 3.71 0.41 5.58
C 7.43 -2.84 -2.53
C 6.39 -1.76 -2.23
C 6.62 -0.37 -2.91
O 7.95 0.07 -2.53
C 8.05 0.48 -1.14
N 5.11 -2.38 -2.56
H 7.54 -3.05 -3.59
H 7.31 -3.79 -2.00
H 8.38 -2.40 -2.22
H 6.48 -1.71 -1.15
H 5.84 0.34 -2.66
H 6.49 -0.65 -3.96
H 7.17 0.98 -0.73
H 8.94 1.11 -1.03
H 8.21 -0.45 -0.60
H 4.71 -1.69 -3.18
H 5.20 -3.09 -3.27
C -1.96 2.74 6.79
C -3.04 2.16 5.76
C -3.45 3.14 4.63
O -4.31 2.33 3.76
C -5.55 2.91 3.63
N -2.34 0.96 5.24
H -1.08 3.20 6.35
H -1.57 1.94 7.42
H -2.34 3.49 7.49
H -3.90 1.78 6.29
H -2.71 3.48 3.90
H -3.99 3.98 5.07
H -6.23 2.40 2.94
H -5.32 3.77 3.00
H -6.17 3.11 4.50
H -2.51 0.48 6.11
H -1.34 0.84 5.30
C -2.03 7.84 -1.95
C -2.08 6.39 -2.28
C -3.53 6.00 -2.28
O -3.76 4.69 -2.83
C -5.08 4.35 -2.99
N -1.48 6.21 -3.54
H -2.63 7.99 -1.06
H -2.37 8.47 -2.77
H -1.07 8.32 -1.77
H -1.56 5.89 -1.46
H -4.08 6.64 -2.96
H -4.02 6.00 -1.30
H -5.35 4.82 -3.94
H -5.73 4.59 -2.15
H -5.15 3.27 -3.07
H -0.68 6.82 -3.56
H -2.02 6.79 -4.17
```

Output
Gap between HOMO and LUMO (eV): 2.14
HOMO level (eV): -7.15
LUMO level (eV): -5.0
Net charge: 0

---

Record 2
ORCA calculation (ωB97M-V/def2-TZVPD) on C10H26AgBr3N2O3 as an isolated structure at a distorted geometry.

The geometry in XYZ format:
```
45
C10H26AgBr3N2O3 (ωB97M-V/def2-TZVPD)
Ag 0.52 -2.26 -0.10
Br 2.39 -3.12 1.84
Br 1.01 -4.41 -1.99
Br -1.68 -3.66 0.91
C 1.40 1.90 0.29
C 1.16 0.84 1.37
C 0.45 1.40 2.65
O -0.16 0.46 3.52
C -0.75 1.06 4.68
N 0.27 -0.21 0.88
H 1.75 1.45 -0.64
H 2.05 2.70 0.65
H 0.42 2.35 0.12
H 2.07 0.33 1.68
H -0.35 1.98 2.19
H 1.16 2.07 3.13
H -0.13 1.94 4.84
H -0.79 0.32 5.48
H -1.79 1.20 4.41
H -0.48 0.38 0.53
H -0.14 -0.40 1.78
C -3.08 1.27 0.59
O -2.14 0.46 -0.10
C -2.53 0.14 -1.49
C -1.98 -1.06 -2.20
N -0.53 -1.34 -2.17
C 0.27 -0.20 -2.77
C 1.74 -0.39 -2.70
O 1.96 -0.89 -1.46
C 3.32 -1.12 -1.19
H -3.27 2.16 0.00
H -2.50 1.45 1.50
H -3.94 0.63 0.79
H -2.28 0.97 -2.16
H -3.62 0.12 -1.57
H -2.38 -1.20 -3.21
H -2.52 -1.89 -1.74
H -0.34 -2.17 -2.72
H 0.10 0.76 -2.27
H 0.07 -0.03 -3.83
H 2.09 0.63 -2.84
H 1.98 -0.96 -3.59
H 3.60 -2.14 -0.95
H 3.55 -0.68 -0.22
H 4.06 -0.85 -1.95
```

Output
Gap between HOMO and LUMO (spin up / spin down) (eV): 9.46 / 5.75
HOMO level (spin up / spin down) (eV): -9.06 / -8.90
2S+1: 3
LUMO level (spin up / spin down) (eV): 0.4 / -3.1
Net charge: 0

---

Record 3
ORCA calculation (ωB97M-V/def2-TZVPD) on an isolated ion of composition C2HO2S2 and charge -1 at a distorted geometry.

The geometry in XYZ format:
```
7
C2HO2S2 (ωB97M-V/def2-TZVPD)
O 1.91 0.28 -0.33
C 0.80 0.80 -0.18
O 0.27 1.87 -0.42
C -0.10 -0.41 0.27
S -1.73 -0.44 1.08
S -1.70 -0.70 -1.01
H 0.55 -1.38 0.59
```

Output
Gap between HOMO and LUMO (eV): 7.53
HOMO level (eV): -4.24
Relative energy (zero: lowest compared OMol25 entry of this formula, charge and spin) (kcal/mol): 20.51
LUMO level (eV): 3.3
Net charge: -1

---

Record 4
ORCA calculation (ωB97M-V/def2-TZVPD) on the molecule C2H5N3O at a distorted geometry.

The geometry in XYZ format:
```
11
C2H5N3O (ωB97M-V/def2-TZVPD)
N 1.40 1.15 -0.66
N 0.26 0.73 -1.34
C -0.68 0.11 -0.76
C -0.39 -0.40 0.52
N -1.26 -1.51 0.87
O 0.63 0.08 1.19
H 1.40 0.94 0.42
H 1.96 1.79 -1.22
H -1.35 -0.42 -1.33
H -1.45 -1.89 1.78
H -2.08 -1.85 0.17
```

Output
Gap between HOMO and LUMO (eV): 9.61
HOMO level (eV): -9.00
Relative energy (zero: lowest compared OMol25 entry of this formula, charge and spin) (kcal/mol): 73.50
LUMO level (eV): 0.6
Net charge: 0

---

Record 5
ORCA calculation (ωB97M-V/def2-TZVPD) on a 2-piece molecular cluster, C6H11FN overall at a distorted geometry.

The geometry in XYZ format:
```
19
C6H11FN (ωB97M-V/def2-TZVPD)
C -2.33 0.17 0.80
C -1.48 -0.79 0.93
C 0.89 1.12 1.23
C -0.60 -1.72 0.78
C 0.41 0.36 -1.22
C 1.17 0.28 0.01
N 0.78 -0.62 -2.19
F 2.34 -0.29 0.00
H -3.16 -0.16 0.30
H 1.56 1.94 1.09
H 1.13 0.67 2.21
H -0.08 1.53 0.95
H -0.47 -2.33 1.76
H 0.16 -1.74 -0.04
H -0.67 0.43 -0.88
H 0.74 1.35 -1.52
H -2.42 1.27 1.04
H 1.89 -0.72 -2.30
H 0.14 -0.77 -2.96
```

Output
Gap between HOMO and LUMO (eV): 8.12
HOMO level (eV): -13.95
Relative energy (zero: lowest compared OMol25 entry of this formula, charge and spin) (kcal/mol): 80.50
LUMO level (eV): -5.8
Net charge: +1

---

Record 6
ORCA calculation (ωB97M-V/def2-TZVPD) on a 8-piece molecular cluster, H18NO7 overall at a distorted geometry.

The geometry in XYZ format:
```
26
H18NO7 (ωB97M-V/def2-TZVPD)
N -0.42 0.52 0.33
H 0.11 1.03 -0.39
H 0.11 -0.32 0.37
H -1.11 0.43 -0.34
H -0.72 0.78 1.07
O 2.28 -1.01 1.08
H 2.38 -1.04 1.96
H 3.12 -0.73 0.66
O 2.09 2.29 1.18
H 1.85 3.27 1.12
H 1.78 1.94 1.98
O -1.08 3.10 -1.01
H -0.52 3.74 -0.57
H -1.96 3.25 -0.96
O 1.43 -3.54 0.25
H 1.66 -2.65 0.65
H 0.96 -3.67 -0.48
O -2.16 -2.32 -0.09
H -1.68 -2.59 -0.80
H -2.20 -2.98 0.56
O -3.88 0.38 -0.40
H -4.04 1.24 -0.13
H -3.51 -0.20 0.27
O 1.50 -0.13 -2.02
H 2.23 0.29 -2.51
H 1.79 -1.10 -1.80
```

Output
Gap between HOMO and LUMO (eV): 10.86
HOMO level (eV): -14.21
Relative energy (zero: lowest compared OMol25 entry of this formula, charge and spin) (kcal/mol): 122.03
LUMO level (eV): -3.4
Net charge: +1

---

Record 7
ORCA calculation (ωB97M-V/def2-TZVPD) on C20H40BrCl32InNS2 as an isolated structure at a distorted geometry.

The geometry in XYZ format:
```
97
C20H40BrCl32InNS2 (ωB97M-V/def2-TZVPD)
C 1.26 -4.88 3.72
C 0.90 -3.36 4.04
C 2.22 -2.50 4.13
In 3.03 -1.76 2.19
S 1.63 0.11 1.35
Br 5.39 -0.68 2.77
N 3.47 -3.29 0.73
C 2.43 -3.85 0.49
S 1.35 -5.06 0.16
H 0.46 -5.30 3.04
H 2.28 -4.92 3.26
H 1.21 -5.51 4.66
H 0.12 -2.92 3.37
H 0.45 -3.37 5.09
H 3.00 -3.07 4.73
H 1.98 -1.59 4.76
H 0.92 -0.30 0.24
C 4.63 2.03 5.16
Cl 3.45 0.80 5.62
Cl 5.03 3.08 6.52
H 5.53 1.54 4.81
H 4.21 2.63 4.36
C -1.64 -7.28 0.70
Cl -0.12 -7.46 -0.18
Cl -2.97 -6.85 -0.38
H -1.87 -8.23 1.19
H -1.52 -6.50 1.45
C -0.47 -1.59 8.00
Cl 0.66 -0.73 6.95
Cl 0.35 -2.82 8.97
H -0.94 -0.87 8.67
H -1.22 -2.07 7.39
C 7.03 5.30 4.04
Cl 7.04 3.78 3.14
Cl 8.13 6.48 3.31
H 6.03 5.71 4.03
H 7.35 5.11 5.06
C -0.23 3.87 1.09
Cl -0.20 2.36 0.18
Cl 0.85 5.07 0.37
H -1.25 4.26 1.09
H 0.08 3.67 2.11
C -1.45 -4.18 -3.07
Cl -0.93 -3.34 -1.61
Cl -1.78 -3.06 -4.39
H -0.67 -4.87 -3.38
H -2.36 -4.74 -2.84
C -2.07 6.47 -1.47
Cl -3.17 7.39 -2.51
Cl -2.87 5.95 0.01
H -1.72 5.60 -2.01
H -1.22 7.10 -1.21
C -1.78 3.24 5.01
Cl -1.74 1.73 4.09
Cl -0.69 4.44 4.29
H -2.79 3.63 5.00
H -1.46 3.04 6.03
C 2.06 -4.08 -5.96
Cl 0.87 -5.32 -5.55
Cl 2.43 -3.07 -4.56
H 2.97 -4.56 -6.30
H 1.66 -3.45 -6.75
C -6.27 3.95 -0.73
Cl -5.10 3.40 0.48
Cl -7.86 3.22 -0.48
H -6.36 5.03 -0.66
H -5.90 3.68 -1.72
C -0.47 -11.05 -1.70
Cl -1.62 -9.83 -2.26
Cl -0.63 -11.33 0.03
H -0.66 -11.98 -2.23
H 0.53 -10.70 -1.91
C -3.51 7.05 -5.98
Cl -3.48 5.53 -6.89
Cl -2.43 8.25 -6.69
H -4.53 7.44 -5.99
H -3.21 6.86 -4.95
C 7.88 -3.35 2.54
Cl 8.49 -2.28 3.81
Cl 7.82 -5.03 3.09
H 6.88 -3.03 2.27
H 8.54 -3.28 1.68
C -6.79 7.25 -8.53
Cl -6.87 6.93 -6.80
Cl -8.00 8.46 -9.02
H -5.80 7.63 -8.78
H -6.98 6.33 -9.07
C 6.33 -8.10 2.00
Cl 7.49 -8.69 3.19
Cl 4.73 -8.81 2.26
H 6.25 -7.02 2.08
H 6.67 -8.37 1.01
C -9.62 10.94 -10.94
Cl -11.30 11.46 -10.80
Cl -9.06 10.98 -12.61
H -8.99 11.59 -10.34
H -9.54 9.92 -10.57
```

Output
Gap between HOMO and LUMO (eV): 7.06
HOMO level (eV): -5.74
LUMO level (eV): 1.3
Net charge: -1

---

Record 8
ORCA calculation (ωB97M-V/def2-TZVPD) on C6H9NO3 as an isolated structure at a distorted geometry.

The geometry in XYZ format:
```
19
C6H9NO3 (ωB97M-V/def2-TZVPD)
O 0.51 2.84 -0.01
C 1.22 2.13 0.66
C 1.39 0.64 0.43
C 0.47 0.03 -0.63
C -0.99 -0.01 -0.18
C -1.84 -0.87 -1.02
N -2.03 -1.69 -1.88
C 2.83 0.32 0.14
O 3.75 1.07 0.39
H 1.73 2.52 1.57
H 1.18 0.15 1.41
H 0.55 0.61 -1.56
H 0.83 -0.98 -0.86
H -1.08 -0.37 0.85
H -1.41 1.01 -0.16
H 3.05 -0.75 -0.09
O -3.48 -2.32 0.46
H -3.44 -1.63 1.15
H -3.24 -2.70 -0.67
```

Output
Gap between HOMO and LUMO (eV): 10.52
HOMO level (eV): -10.38
Relative energy (zero: lowest compared OMol25 entry of this formula, charge and spin) (kcal/mol): 91.16
LUMO level (eV): 0.1
Net charge: 0

---

Record 9
ORCA calculation (ωB97M-V/def2-TZVPD) on C21H37BEuN11O7S as an isolated structure at a distorted geometry.

The geometry in XYZ format:
```
79
C21H37BEuN11O7S (ωB97M-V/def2-TZVPD)
Eu -1.99 -0.99 0.74
C -2.98 3.26 -2.25
C -3.15 1.86 -2.84
C -3.71 1.92 -4.25
C -1.83 1.18 -2.83
C -0.97 0.69 -3.84
C 0.20 0.41 -3.21
N 0.00 0.68 -1.85
N -1.21 1.18 -1.65
B 0.95 0.45 -0.63
N 0.48 1.33 0.59
C 0.97 2.57 1.06
C 0.10 3.06 1.99
C -0.89 2.02 2.20
N -0.68 1.08 1.28
C -1.96 2.00 3.26
C -1.36 2.54 4.59
C -3.32 2.70 2.91
N 2.36 0.76 -1.14
C 2.73 1.75 -2.08
C 4.13 1.80 -2.13
C 4.55 0.82 -1.14
N 3.50 0.16 -0.63
C 5.94 0.47 -0.78
C 6.32 1.50 0.30
C 6.11 -1.00 -0.35
H -3.96 3.78 -2.19
H -2.32 3.82 -2.88
H -2.52 3.26 -1.26
H -3.81 1.30 -2.15
H -3.20 2.64 -4.86
H -4.75 2.25 -4.15
H -3.73 0.94 -4.71
H -1.17 0.71 -4.89
H 1.14 0.00 -3.55
H 0.91 -0.73 -0.26
H 1.91 3.00 0.72
H 0.08 4.06 2.39
H -2.18 0.93 3.52
H -0.78 3.47 4.41
H -0.60 1.82 4.90
H -2.05 2.61 5.42
H -3.06 3.70 2.57
H -3.95 2.74 3.81
H -3.84 2.20 2.09
H 1.97 2.30 -2.66
H 4.82 2.36 -2.79
H 6.50 0.66 -1.73
H 5.77 1.33 1.23
H 6.15 2.57 -0.01
H 7.41 1.37 0.53
H 5.39 -1.34 0.44
H 7.14 -1.05 0.09
H 6.09 -1.84 -1.14
N 0.40 -5.12 1.16
N 0.20 -5.62 -0.17
C -0.09 -4.81 -1.18
N 0.13 -5.27 -2.44
N -0.72 -3.64 -0.90
N -0.95 -2.83 -1.93
O -0.63 -2.97 -3.12
O -1.64 -1.80 -1.65
H -0.27 -5.57 1.76
H 0.36 -4.10 1.09
H 0.79 -6.42 -0.39
H 0.72 -6.05 -2.62
H 0.11 -4.49 -3.11
O -4.11 0.22 0.40
C -4.66 -0.87 0.28
O -4.13 -2.02 0.26
H -5.75 -0.92 0.06
C -1.01 -3.33 4.59
S -0.80 -1.90 3.53
O -0.27 -2.36 2.24
O -0.05 -1.00 4.38
O -2.19 -1.37 3.24
H -0.96 -2.98 5.64
H -0.14 -4.02 4.40
H -1.97 -3.84 4.29
```

Output
Gap between HOMO and LUMO (spin up / spin down) (eV): 5.49 / 7.05
HOMO level (spin up / spin down) (eV): -8.08 / -8.08
Relative energy (zero: lowest compared OMol25 entry of this formula, charge and spin) (kcal/mol): 20.96
2S+1: 7
LUMO level (spin up / spin down) (eV): -2.6 / -1.0
Net charge: 0

---

Record 10
ORCA calculation (ωB97M-V/def2-TZVPD) on a 2-piece molecular cluster, C4H8NO3 overall at a distorted geometry.

The geometry in XYZ format:
```
16
C4H8NO3 (ωB97M-V/def2-TZVPD)
C 0.60 0.04 -1.87
C 2.01 -0.10 -1.39
O 2.96 -0.36 -2.12
N 2.13 0.07 -0.04
H 3.03 0.28 0.31
H 1.30 0.00 0.58
H -0.13 -0.42 -1.20
H 0.53 -0.24 -2.91
H 0.36 1.12 -1.83
C -2.38 -0.08 1.23
C -0.96 -0.04 1.89
O -0.12 -0.78 1.30
O -0.83 0.70 2.87
H -2.50 0.38 0.25
H -3.16 0.50 1.77
H -2.86 -1.06 1.17
```

Output
Gap between HOMO and LUMO (eV): 8.69
HOMO level (eV): -4.80
Relative energy (zero: lowest compared OMol25 entry of this formula, charge and spin) (kcal/mol): 9.35
LUMO level (eV): 3.9
Net charge: -1

---

Record 11
ORCA calculation (ωB97M-V/def2-TZVPD) on C30H28I2N7O4Sm as an isolated structure at a distorted geometry.

The geometry in XYZ format:
```
72
C30H28I2N7O4Sm (ωB97M-V/def2-TZVPD)
Sm 0.06 -0.46 -0.32
C -2.43 1.41 -1.62
N -1.63 0.21 -1.88
C -1.94 -0.42 -2.95
C -1.16 -1.57 -3.12
C -1.15 -2.52 -4.11
C -0.16 -3.42 -3.74
C 0.35 -2.96 -2.55
N -0.26 -1.83 -2.18
C -3.13 1.34 -0.29
C -2.76 2.20 0.76
C -3.41 2.14 1.99
C -4.43 1.22 2.19
C -4.81 0.36 1.17
C -4.15 0.41 -0.07
H -3.18 1.60 -2.40
H -1.75 2.27 -1.65
H -2.71 -0.17 -3.70
H -1.77 -2.56 -5.00
H 0.14 -4.32 -4.27
H 1.13 -3.41 -1.95
H -1.95 2.92 0.62
H -3.11 2.81 2.79
H -4.94 1.17 3.16
H -5.59 -0.37 1.33
H -4.44 -0.28 -0.85
I 2.39 -2.39 0.09
C 0.84 -3.87 0.74
I -1.24 -3.04 0.68
H 1.06 -4.17 1.77
H 0.89 -4.73 0.08
N 0.70 7.24 -0.72
C 0.60 6.08 -0.65
C 0.48 4.66 -0.58
C 0.80 3.87 -1.68
C 0.67 2.50 -1.55
N 0.25 1.89 -0.42
C -0.06 2.68 0.63
C 0.04 4.06 0.60
H 1.14 4.30 -2.61
H 0.90 1.83 -2.38
H -0.39 2.15 1.52
H -0.21 4.64 1.48
C 5.35 0.54 -2.77
N 3.96 0.23 -2.60
C 3.06 -0.08 -3.58
C 1.87 -0.29 -2.92
N 2.03 -0.12 -1.57
C 3.29 0.19 -1.40
H 5.61 0.50 -3.83
H 5.94 -0.19 -2.21
H 5.53 1.55 -2.39
H 3.32 -0.12 -4.63
H 0.91 -0.56 -3.35
H 3.77 0.40 -0.46
O -2.50 0.66 3.17
C -1.59 0.13 2.47
O -1.42 0.29 1.22
C -0.60 -0.76 3.19
C -0.71 -0.99 4.57
C 0.20 -1.81 5.24
C 1.23 -2.42 4.53
C 1.36 -2.21 3.15
C 0.45 -1.39 2.49
N 2.19 -3.29 5.22
O 2.04 -3.45 6.44
O 3.09 -3.81 4.56
H -1.52 -0.50 5.12
H 0.08 -1.96 6.31
H 2.16 -2.68 2.57
H 0.54 -1.22 1.42
H 0.66 -0.09 1.68
```

Output
Gap between HOMO and LUMO (spin up / spin down) (eV): 5.03 / 5.10
HOMO level (spin up / spin down) (eV): -6.09 / -6.13
2S+1: 6
LUMO level (spin up / spin down) (eV): -1.1 / -1.0
Net charge: 0